Record 1
ORCA calculation (ωB97M-V/def2-TZVPD) on 3 unconnected molecules or ions with the total composition C23H44BN2O11P2.

Properties
LUMO energy in eV: -3.750
Relative energy (zero: lowest compared OMol25 entry of this formula, charge and spin) in kJ/mol: 1154.7
HOMO level in eV: -11.305
Orbital gap in eV: 7.556
Total charge: +1

The geometry in XYZ format:
```
83
Properties=species:S:1:pos:R:3:forces:R:3:lowdin_charge:R:1
P 1.09777 5.17386 -3.10114 9.6 -2.5 1.2 0.75
P -2.40814 -6.02670 -2.47876 8.1 0.5 5.7 0.74
O -2.10412 -7.64400 -3.01245 -3.1 1.9 -0.9 -0.21
O -0.79480 -5.74795 -2.81581 -0.9 -0.2 -1.2 -0.24
O 0.79929 1.84652 1.74053 0.5 -3.7 -1.8 -0.08
O -2.68023 -4.57926 -2.00114 -3.3 -1.7 -2.8 -0.24
O -2.18240 -6.63523 -0.95404 -0.7 -0.1 -0.2 -0.24
O 1.08834 3.99810 -4.10849 -4.1 2.3 0.3 -0.22
O 2.48088 5.86022 -3.70279 -0.8 0.2 -0.1 -0.23
O 1.10832 6.48759 -1.97558 -3.0 -0.8 -1.9 -0.21
O -2.74240 2.37282 5.09990 2.7 -3.0 1.0 0.05
O -1.79100 1.44349 7.31428 0.4 -1.0 -4.2 0.04
O 1.83280 4.29330 -1.88520 -1.4 0.2 0.4 -0.24
N 0.77216 2.97825 4.99000 -0.4 -0.3 -0.6 0.10
N 0.90640 -0.49583 0.25051 0.5 10.5 5.3 0.18
C -1.56739 -7.13334 -5.34242 0.1 0.2 -0.1 -0.08
C 0.94896 0.66557 0.84777 -1.3 -6.4 -2.2 -0.13
C 2.86606 -0.25552 6.60708 1.4 6.6 -7.5 0.07
C -0.64973 -1.82641 3.33474 -2.3 -7.9 -4.6 -0.08
C 2.37377 6.66151 -4.86498 0.0 0.4 -0.4 -0.30
C 1.63681 2.88395 -1.82690 0.1 -0.3 -0.3 -0.32
C 1.08967 1.37211 3.10247 2.2 -1.2 0.6 -0.19
C -0.37534 -4.43977 -3.19102 0.1 0.4 0.1 -0.31
C -3.33033 -6.94585 -0.18593 -0.3 -0.2 0.1 -0.31
C 0.08220 -0.77004 4.39920 -0.9 -1.1 -1.8 -0.14
C 3.22503 0.73113 5.63927 -3.4 -5.9 6.2 -0.06
C -0.10049 6.66372 -1.24978 -0.4 0.3 0.7 -0.31
C -4.03061 -8.18389 -0.71424 -0.1 -0.2 0.0 -0.09
C -0.21124 0.78137 3.93792 2.7 1.2 0.6 -0.12
C 3.32871 2.06719 4.63869 -0.5 -1.6 1.4 -0.10
C 2.74432 2.14640 -2.55878 0.3 -0.2 -0.1 -0.07
C 1.69614 7.98516 -4.56332 0.0 0.2 0.1 -0.09
C -0.38571 5.51041 -0.30506 -0.1 -0.3 0.1 -0.09
C -2.44288 -7.90057 -4.36834 0.2 -0.5 -0.9 -0.31
C -0.03668 1.72440 5.30402 -1.2 -1.2 1.6 -0.12
C 1.85429 2.51270 4.03452 1.4 0.7 -2.2 -0.17
C 0.09572 -3.64843 -1.98350 0.2 0.1 0.3 -0.08
C -1.09991 -2.92550 2.54264 3.8 7.2 6.6 0.08
B -1.56784 1.87036 5.88774 -2.9 0.7 1.7 -0.34
H 0.64921 2.61715 -2.21619 0.2 0.0 -0.1 0.11
H -2.31254 -8.97412 -4.53524 -0.1 0.1 0.2 0.12
H -0.50677 -7.26098 -5.10383 -0.2 0.0 0.0 0.09
H -0.92610 6.80157 -1.95473 -0.1 0.1 0.2 0.11
H 0.18277 3.62419 4.41243 0.5 -0.4 0.9 0.20
H -3.32483 -9.01626 -0.81382 -0.1 0.2 0.1 0.09
H -2.99886 -7.12247 0.83930 0.1 0.1 -0.1 0.11
H -0.64009 4.60387 -0.86259 0.0 0.0 0.1 0.07
H -2.06585 0.48020 7.22541 0.2 1.5 0.7 0.12
H 3.38652 6.84381 -5.23003 0.0 -0.1 0.1 0.12
H -3.49948 -7.66319 -4.52587 0.0 -0.2 -0.1 0.11
H 2.47020 1.09886 -2.72330 0.0 0.1 0.1 0.08
H -1.74241 -7.46891 -6.36857 -0.1 0.0 0.1 0.08
H -4.45211 -7.99811 -1.70762 -0.1 -0.1 0.1 0.07
H 0.64887 7.83093 -4.28327 0.0 0.1 -0.1 0.06
H 1.64308 2.58880 -0.77252 0.1 0.2 0.1 0.08
H 2.98270 2.59704 -3.52934 -0.3 -0.1 0.2 0.08
H 1.12850 3.48816 5.84723 -0.5 -0.8 -1.1 0.22
H 1.83234 6.11561 -5.64725 0.1 0.0 0.0 0.11
H -1.35035 -4.01666 2.14676 0.5 3.1 0.8 0.08
H -3.27457 1.56668 4.80556 0.6 1.7 0.6 0.14
H 2.29574 -1.18960 7.08439 1.9 2.5 -1.2 0.09
H 0.54571 1.25629 6.21541 -0.9 0.4 -2.3 0.16
H -1.22933 5.74522 0.35021 0.0 0.1 -0.1 0.08
H -1.17504 -3.91908 -3.72717 0.1 0.0 0.2 0.10
H -1.16373 1.03472 3.30640 1.7 -0.7 1.5 0.17
H -4.01364 -6.08798 -0.17058 0.0 0.0 0.1 0.11
H 3.66966 2.17160 -1.97651 -0.1 0.0 0.0 0.08
H 1.95792 0.60534 2.91861 -2.0 0.9 0.8 0.16
H 0.45352 -4.54450 -3.89875 -0.1 -0.2 0.1 0.12
H 1.72477 8.64324 -5.43559 0.0 -0.1 0.1 0.08
H -0.57565 -3.75077 -1.12288 -0.1 0.0 -0.3 0.06
H 0.00296 7.58654 -0.67095 0.1 0.0 -0.2 0.12
H 3.78486 2.93633 5.27650 -0.8 -1.6 -1.4 0.13
H 0.18382 -2.58427 -2.22713 0.0 -0.1 0.0 0.07
H 2.18454 8.48814 -3.72108 0.0 -0.1 -0.2 0.08
H 1.07386 -4.00628 -1.65017 0.0 0.0 -0.1 0.08
H 0.48889 5.28063 0.31169 -0.1 0.1 -0.1 0.08
H 4.02266 1.77720 3.72964 -1.5 0.7 1.9 0.15
H -4.84296 -8.48431 -0.04746 0.0 0.0 -0.1 0.08
H -0.34301 -1.02821 5.46715 0.8 0.6 -2.2 0.13
H 2.12108 3.46986 3.41630 -0.5 -1.9 0.8 0.18
H 1.26205 -0.94634 4.38914 -2.8 0.3 0.0 0.12
H -1.78525 -6.06180 -5.30134 0.0 0.0 -0.1 0.07
```
Forces are in eV/Å.

=====

Record 2
ORCA calculation (ωB97M-V/def2-TZVPD) on 7 unconnected molecules or ions with the total composition C24H68N6O7.

Properties
LUMO energy (spin up / spin down) in eV: 2.422 / 2.383
Relative energy (zero: lowest compared OMol25 entry of this formula, charge and spin) in kJ/mol: 0.0
HOMO level (spin up / spin down) in eV: 0.712 / -6.190
Orbital gap (spin up / spin down) in eV: 1.711 / 8.573
2S+1: 2
Total charge: -1

The geometry in XYZ format:
```
105
Properties=species:S:1:pos:R:3:forces:R:3:lowdin_charge:R:1
O 4.08160 0.00364 3.39797 -0.8 0.8 0.8 -0.24
O -1.82672 -2.51934 -5.19276 0.5 1.2 -0.4 -0.20
O -1.60046 3.90130 -3.66442 -0.4 -1.3 0.2 -0.21
O 1.55957 3.65998 1.76748 -0.8 0.0 0.6 -0.24
O -0.41452 0.51025 -0.06310 0.9 0.4 -0.5 -0.08
O 1.90993 -4.31314 1.65515 -2.2 0.1 0.6 -0.23
O -6.64366 0.74947 0.82565 -2.2 0.3 -1.1 -0.20
N 0.23031 -1.36525 -2.23927 -0.6 0.0 0.9 0.05
N 0.88305 2.88799 -1.00551 0.6 -1.5 0.2 0.05
N 4.74962 2.80053 3.29534 1.0 -0.9 0.7 0.04
N -2.93561 0.16484 0.92946 -0.4 -0.4 1.0 0.04
N -0.54518 -2.91083 0.25449 -0.3 0.2 0.2 0.04
N 1.84516 -1.55533 0.87646 1.3 0.1 -0.4 0.06
C -5.41740 0.34486 1.31146 0.8 0.0 0.9 -0.30
C -0.02020 3.77047 -1.62601 -2.2 0.3 -1.5 -0.47
C 3.83481 3.40114 2.37390 -0.5 0.3 -0.5 -0.42
C -0.14637 -4.30878 0.22617 -0.6 0.4 0.1 -0.44
C -0.92349 2.99895 -2.71253 0.9 0.7 -0.4 -0.13
C 1.07370 -0.60793 2.93912 -0.9 0.0 1.2 -0.14
C 5.04596 -0.45808 4.30172 1.1 -0.9 -0.3 -0.17
C 2.18855 -0.71689 1.98978 0.7 1.4 -0.1 -0.45
C 0.75724 4.87768 -2.26617 -0.3 0.3 -0.1 -0.07
C -1.53547 -2.24724 -3.79955 0.6 0.5 -0.7 -0.15
C 4.04918 2.90827 0.90919 1.2 0.2 1.4 -0.04
C -7.72049 0.70465 1.79939 1.0 -0.1 -1.2 -0.09
C 2.38736 3.11944 2.83518 -0.3 1.3 -2.0 -0.15
C 0.16391 3.52980 2.03362 -0.4 -0.8 0.0 -0.15
C -0.09056 -1.67374 -3.59259 0.4 -0.6 -1.0 -0.44
C 0.50309 -4.73503 1.56581 0.2 -0.3 -1.1 -0.18
C 0.61578 -4.71290 -1.02122 1.1 -0.7 0.4 -0.07
C -4.36851 -0.47960 -0.77478 -0.9 -0.4 -1.8 -0.08
C -1.88029 -1.31043 -6.00663 -1.3 -0.2 1.2 -0.10
C -2.53098 3.20860 -4.56124 0.1 1.2 1.2 -0.10
C 2.30445 -4.36154 3.03067 1.4 -0.5 -1.3 -0.16
C 3.47203 -1.07491 2.69928 1.3 -0.2 0.1 -0.19
C 1.01672 -2.58515 -4.10074 -0.1 -0.6 -1.0 -0.06
C -4.22118 0.45398 0.35809 -0.5 1.5 -0.6 -0.48
H -2.56160 -1.42315 -6.84996 0.5 -0.8 -0.3 0.08
H -0.67057 -2.58867 -0.69451 -0.3 0.0 -0.3 0.02
H 3.93446 1.82478 0.94089 -1.0 0.0 -0.8 0.07
H 4.51305 1.82382 3.39619 0.1 -0.4 -0.6 0.02
H 1.42212 4.43250 -3.00634 0.3 0.3 0.1 0.08
H -7.41196 1.29921 2.65927 -0.3 -0.1 0.2 0.08
H 0.15918 -0.29984 2.43232 -0.1 0.2 0.3 0.06
H 2.60770 -1.39689 0.23340 0.0 0.0 -0.8 0.10
H 3.27038 -1.89521 3.38814 0.1 -0.1 0.2 0.09
H 0.36989 2.12575 -0.58628 0.0 -0.5 -0.1 0.02
H -3.53892 -0.47548 -1.48179 0.3 0.1 0.3 0.07
H 1.01882 -3.57608 -3.64671 -0.1 0.1 0.2 0.06
H 1.27053 5.34174 -1.42398 0.5 0.3 -0.4 0.08
H -1.77185 -3.16778 -3.26586 0.6 -0.2 0.0 0.12
H 0.05246 -4.68395 -1.95392 -0.2 0.3 0.2 0.06
H 1.22548 -1.21190 -2.16042 0.0 0.0 0.2 0.08
H -8.62389 1.07695 1.31630 0.3 0.5 0.0 0.08
H -5.48288 -0.71311 1.56546 0.2 -0.2 0.8 0.12
H 3.55315 3.56717 0.19652 -0.6 -0.9 0.0 0.07
H 0.22970 -2.31969 0.51946 0.0 -0.1 0.2 0.00
H 0.42849 -5.81518 1.69155 0.5 -0.4 -0.4 0.11
H 3.30561 -3.93103 3.05175 0.0 0.2 0.1 0.07
H 2.33586 0.26564 1.54142 0.1 0.3 0.1 0.13
H 4.29516 -1.35855 2.04346 -0.3 -0.7 -0.7 0.13
H -0.94786 -0.83512 -6.31119 0.3 -0.5 0.1 0.08
H 1.97779 -2.52795 1.11419 -0.2 -0.5 0.3 0.05
H -2.95865 3.92462 -5.26304 0.8 0.3 -0.3 0.07
H -1.59292 2.25453 -2.28149 -0.5 0.3 0.4 0.10
H -3.45349 2.95300 -4.03996 0.2 -0.8 0.5 0.07
H -5.24508 -0.23720 -1.37559 -0.2 0.0 0.0 0.08
H -2.45887 -0.57259 -5.45081 0.3 0.4 0.5 0.07
H 1.34689 0.08035 3.73895 -0.3 0.2 0.0 0.06
H 1.65709 -3.80388 3.70745 -0.2 -0.4 0.0 0.06
H 4.07968 4.46328 2.37272 -0.5 0.3 0.1 0.13
H 0.10002 5.60588 -2.74144 0.1 0.0 0.0 0.07
H 0.02271 -0.74504 -4.15187 -0.5 0.1 -0.7 0.12
H -4.51912 -1.50104 -0.42540 0.2 -0.1 0.1 0.09
H 2.01024 -2.15509 -3.97392 0.0 0.2 0.4 0.08
H -2.09656 2.36821 -5.10265 0.1 -0.1 0.2 0.07
H -5.24023 1.03903 2.13295 0.6 -0.6 0.8 0.10
H -0.14223 2.48418 2.06612 0.3 -0.4 0.6 0.06
H 0.91500 -5.75087 -0.87572 0.1 -0.3 -0.2 0.07
H 5.89986 -0.87772 3.76988 0.0 -0.7 -0.6 0.08
H -3.03206 -0.79055 1.24255 0.8 -0.5 0.4 0.07
H -0.22426 2.39919 -3.29516 0.4 -0.1 -0.2 0.11
H 1.54129 -4.14729 -1.12898 0.0 0.2 -0.1 0.07
H 4.58725 3.09517 4.24767 0.0 0.8 0.1 0.07
H -1.10022 -4.82551 0.11997 -0.1 -0.6 0.6 0.12
H 2.48397 -5.42102 3.21335 -0.5 -0.1 0.9 0.08
H 0.85575 -1.54764 3.44660 0.0 -0.3 -0.1 0.06
H -0.67227 4.23247 -0.88476 -0.7 0.1 0.0 0.11
H -8.00460 -0.31416 2.06285 0.5 -0.3 0.3 0.08
H -0.21385 -0.49881 -1.97075 0.0 0.1 0.5 0.06
H 5.63603 0.26609 4.86341 -1.2 0.8 0.2 0.08
H 2.09400 3.63947 3.74711 0.3 -0.1 0.3 0.12
H -1.34154 0.44105 0.16508 -1.2 -0.2 0.3 -0.02
H -0.12279 -4.42003 2.40076 0.3 0.9 0.1 0.10
H 5.10312 2.96656 0.63734 0.3 0.4 0.4 0.07
H -2.25711 -1.52464 -3.41853 -0.1 0.4 0.0 0.10
H 1.33417 3.29921 -0.20084 0.2 0.4 -0.1 0.04
H -0.50983 3.83825 1.23423 0.7 0.8 -0.4 0.06
H 0.01828 -0.13869 0.49169 0.4 -0.4 0.0 -0.01
H -2.81856 0.72687 1.76044 0.3 0.2 0.5 0.04
H -0.17582 4.03232 2.93925 0.3 0.1 0.2 0.07
H 0.95185 -2.73763 -5.17807 -0.3 -0.1 -0.1 0.07
H 2.21620 2.04801 2.93940 0.0 -0.1 0.1 0.10
H 4.63726 -1.24492 4.93571 0.0 0.1 0.3 0.07
H -4.12166 1.49915 0.06516 -0.5 0.1 -0.6 0.14
```
Forces are in eV/Å.

=====

Record 3
ORCA calculation (ωB97M-V/def2-TZVPD) on a molecular structure, C26H38ClHoN9O6S.

Properties
LUMO energy (spin up / spin down) in eV: -2.718 / -2.713
Relative energy (zero: lowest compared OMol25 entry of this formula, charge and spin) in kJ/mol: 0.0
HOMO level (spin up / spin down) in eV: -10.866 / -10.866
Orbital gap (spin up / spin down) in eV: 8.149 / 8.153
2S+1: 5
Total charge: +1

The geometry in XYZ format:
```
82
Properties=species:S:1:pos:R:3:forces:R:3:lowdin_charge:R:1
Ho -0.04769 0.56578 1.05160 1.8 2.2 0.4 1.54
Cl -0.74033 -1.93647 0.81253 -0.5 -1.0 -0.2 0.71
S -2.34215 2.21277 1.94511 0.2 0.3 0.1 0.62
O -1.10598 -3.28589 0.63742 0.2 0.6 0.1 -0.21
O -2.64426 3.49550 2.50058 0.0 0.1 0.1 -0.26
O -1.57631 -1.20010 1.77539 0.3 -0.7 -0.5 -0.35
O -1.43379 1.36106 2.77020 -0.2 0.3 -0.1 -0.43
O -0.81036 -1.13313 -0.43563 -0.1 -0.8 0.5 -0.39
O 0.64066 -1.74191 1.28956 -0.5 -0.8 -0.2 -0.41
N 4.54584 -3.76007 -0.53428 0.0 0.0 -0.1 -0.08
N -0.16179 1.39961 -1.51123 -0.2 0.2 0.4 0.04
N 2.32547 0.65884 0.24006 -0.2 0.0 -0.2 -0.04
N 1.30265 2.63606 1.91292 -0.2 0.1 -0.1 -0.12
N 4.09969 -3.22443 -2.87052 0.0 0.0 0.1 -0.09
N -1.51057 2.21076 0.59387 -1.1 0.2 -0.5 -0.27
N 2.66297 -2.31578 -1.11165 0.1 0.1 -0.1 -0.10
N 2.59610 -4.69613 -1.65069 0.0 0.0 0.0 -0.08
N 1.06437 0.20561 3.32240 -0.2 0.1 0.0 -0.04
C 2.60353 2.85529 1.25217 0.0 0.0 0.2 -0.19
C -1.24188 2.21145 -1.75889 0.3 -0.2 0.0 -0.15
C -4.03172 0.45469 0.68058 0.0 0.0 0.1 -0.06
C -3.84490 1.35221 1.72546 -0.2 -0.2 0.1 -0.29
C 3.65732 -4.92348 -0.66425 0.0 0.1 0.0 -0.16
C 3.73430 -2.61171 -0.14387 0.0 0.0 -0.1 -0.19
C -7.44827 -0.95863 1.53420 0.0 0.1 0.0 -0.04
C -6.20031 -0.11941 1.58560 0.0 -0.1 0.0 -0.25
C -3.49713 3.78384 -2.18197 0.0 0.0 0.2 -0.04
C -5.99505 0.79621 2.61590 0.0 0.0 0.0 -0.02
C -0.78275 2.15572 -4.12323 -0.1 0.1 0.0 0.02
C 2.70891 2.06119 -0.03244 0.0 -0.1 0.1 -0.22
C 1.39691 2.62082 3.38502 0.0 0.0 -0.1 -0.20
C -2.01808 2.64770 -0.65021 0.4 -0.1 0.5 -0.26
C -4.82858 1.53679 2.69450 0.0 0.0 -0.2 -0.03
C 3.22322 -4.40079 -2.94220 0.0 0.0 0.1 -0.16
C 1.92071 1.28250 3.85405 0.1 -0.2 0.0 -0.22
C -3.12619 3.41434 -0.86300 -0.2 0.3 -0.2 0.00
C 1.82702 -3.53010 -1.22630 0.0 0.0 0.0 -0.18
C 0.55409 0.99771 -2.53205 0.0 -0.1 -0.2 -0.13
C 3.29490 -2.09269 -2.42663 0.0 0.0 0.1 -0.20
C -5.21023 -0.26591 0.61573 0.0 0.0 0.0 -0.01
C -1.60204 2.59639 -3.05951 -0.1 0.1 -0.2 -0.14
C 5.12638 -3.48106 -1.85354 0.0 0.0 0.0 -0.17
C -2.75791 3.39648 -3.25623 0.1 -0.1 -0.1 -0.03
C 0.29461 1.36116 -3.86610 0.1 0.0 0.1 -0.02
H 2.93562 1.11630 3.48876 0.0 0.0 0.0 0.11
H -4.68198 2.25523 3.49004 0.0 0.0 0.0 0.12
H 3.93604 -1.20698 -2.36553 0.0 0.0 0.0 0.12
H 5.72771 -4.33589 -2.16341 0.0 0.0 0.0 0.13
H 2.50850 -1.90933 -3.16331 0.0 0.0 0.0 0.12
H -7.28959 -1.90410 2.05749 0.0 0.0 0.0 0.09
H 3.20317 -5.13246 0.30563 0.0 0.0 0.0 0.13
H 3.39226 2.53555 1.93681 0.0 0.0 0.0 0.12
H 2.01877 2.46898 -0.76906 0.0 -0.1 -0.1 0.10
H 1.02782 -3.34001 -1.94589 0.0 0.0 0.0 0.13
H -8.28660 -0.45438 2.01325 0.0 0.0 0.0 0.08
H -4.38139 4.39078 -2.32493 0.0 0.0 0.0 0.12
H -5.36641 -0.95520 -0.20541 0.0 0.0 0.0 0.12
H -3.71887 3.76492 -0.02714 0.0 0.0 0.0 0.12
H 0.39474 2.77834 3.78220 0.0 0.0 0.0 0.12
H -7.72592 -1.19495 0.50749 0.0 0.0 0.0 0.08
H -3.03764 3.68390 -4.26189 0.0 0.0 0.0 0.12
H 1.96594 1.27304 4.94422 0.0 0.0 0.0 0.13
H 0.17626 0.23698 3.81798 0.0 -0.1 0.1 0.08
H 1.45908 -0.71015 3.50451 0.1 0.0 0.0 0.10
H 2.44421 -4.22001 -3.68447 0.0 0.0 0.0 0.13
H 1.38321 -3.74198 -0.25525 0.0 0.0 0.0 0.10
H -1.02594 2.45194 -5.13682 0.0 0.0 0.0 0.13
H 3.81182 -5.26237 -3.25769 0.0 0.0 0.0 0.13
H 0.94081 1.00361 -4.65525 0.0 0.0 0.0 0.11
H 1.38300 0.32877 -2.31963 0.0 0.0 0.0 0.10
H 4.38753 -1.73619 -0.06284 0.0 0.0 0.0 0.12
H 2.77224 3.91450 1.04937 0.0 0.0 0.0 0.13
H 0.66232 3.37967 1.65139 0.0 0.0 0.0 0.12
H -3.27891 0.32132 -0.08462 0.0 0.0 0.0 0.11
H -6.76451 0.93505 3.36609 0.0 0.0 0.0 0.12
H 4.24775 -5.78829 -0.96747 0.0 0.0 0.0 0.13
H 2.33751 0.08709 -0.60395 0.1 -0.1 0.1 0.04
H 3.00385 0.21928 0.85591 0.0 0.0 0.1 0.09
H 3.27824 -2.80855 0.82953 0.0 0.0 0.0 0.12
H 5.77726 -2.60788 -1.77782 0.0 0.0 0.0 0.13
H 2.03718 3.42544 3.75760 0.0 0.0 0.0 0.13
H 3.72360 2.14524 -0.42633 0.0 0.0 -0.1 0.13
```
Forces are in eV/Å.